Record 1
Entry from OMol25: a structure of composition C30H33AsMgN3O4PS2Te in a non-equilibrium geometry (ωB97M-V/def2-TZVPD).

Structure (ORCA input):
```
! wB97M-V def2-TZVPD RIJCOSX def2/J DEFGRID3
* xyz 0 1
Mg 0.155 0.472 0.025
C 1.712 1.545 5.272
S 0.889 0.083 4.610
C 1.217 0.299 2.871
S 0.947 1.847 2.115
N 1.670 -0.782 2.298
N 1.745 -0.533 0.927
C 2.847 -0.714 0.344
C 2.998 -0.098 -1.006
C 4.177 -0.196 -1.721
C 4.317 0.551 -2.879
C 3.270 1.357 -3.290
C 2.116 1.386 -2.521
N 1.980 0.687 -1.398
H 1.595 1.490 6.354
H 1.245 2.452 4.896
H 2.771 1.536 5.022
H 3.700 -1.154 0.854
H 4.977 -0.832 -1.359
H 5.241 0.517 -3.444
H 3.341 1.961 -4.184
H 1.263 1.990 -2.809
C -0.296 -3.172 3.576
C -1.695 -2.769 3.187
O -1.682 -1.428 2.642
P -2.099 -1.049 1.148
O -1.624 0.369 0.912
Te -1.280 -2.710 -0.329
O -3.690 -0.949 1.120
C -4.578 -2.034 1.434
C -5.197 -1.819 2.795
H -0.339 -4.128 4.108
H 0.167 -2.429 4.228
H 0.331 -3.283 2.692
H -2.359 -2.747 4.050
H -2.092 -3.468 2.454
H -4.050 -2.985 1.363
H -5.341 -2.036 0.657
H -4.435 -1.795 3.574
H -5.902 -2.624 3.017
H -5.732 -0.869 2.822
O -0.684 0.494 -1.714
As -1.755 0.180 -2.951
C -3.573 -0.163 -2.474
C -4.325 -1.180 -3.050
C -5.675 -1.285 -2.745
C -6.264 -0.379 -1.874
C -5.508 0.633 -1.299
C -4.158 0.745 -1.597
C -1.899 1.843 -3.912
C -2.283 1.882 -5.246
C -2.370 3.098 -5.908
C -2.074 4.276 -5.233
C -1.700 4.239 -3.896
C -1.610 3.022 -3.231
C -1.024 -1.068 -4.206
C -1.311 -2.429 -4.176
C -0.683 -3.283 -5.071
C 0.234 -2.785 -5.987
C 0.534 -1.429 -6.007
C -0.090 -0.569 -5.114
H -3.877 -1.883 -3.736
H -6.266 -2.075 -3.190
H -7.318 -0.467 -1.637
H -5.963 1.329 -0.608
H -3.564 1.517 -1.125
H -2.515 0.966 -5.777
H -2.667 3.125 -6.948
H -2.140 5.224 -5.752
H -1.473 5.157 -3.368
H -1.311 2.987 -2.191
H -1.988 -2.829 -3.436
H -0.902 -4.343 -5.040
H 0.723 -3.457 -6.681
H 1.253 -1.039 -6.715
H 0.160 0.483 -5.125
*
```

The value obtained for the molecular weight is 821.55 g mol⁻¹. For the gap between HOMO and LUMO, the calculation gives 6.825 eV. As for the energy: -148846.5757 eV. The lowest unoccupied orbital energy comes out at -0.1 eV. As for the max |F|: 1.2 eV Å⁻¹. The value obtained for the HOMO energy is -7.0 eV.

Löwdin atomic charge list, values in e, 8 entries: Mg 0.36; C -0.43; S 0.82; C -1.09; S 0.56; N -0.04; N -0.12; C -0.05

---

Record 2
Entry from OMol25: an isolated molecule of C5H5NO2 in a non-equilibrium geometry (ωB97M-V/def2-TZVPD).

Structure (ORCA input):
```
! wB97M-V def2-TZVPD RIJCOSX def2/J DEFGRID3
* xyz 0 1
C 0.984 -0.872 -0.267
C 1.916 -0.444 0.644
C -0.171 -0.128 -0.234
C 0.194 0.888 0.903
C -1.451 -0.224 -0.910
N -1.622 -0.938 -1.955
O 1.341 0.601 1.385
O -0.653 1.746 1.528
H 1.328 -1.692 -0.850
H 2.938 -0.764 0.694
H -2.125 0.352 -0.333
H -2.575 -1.009 -2.274
H -0.102 2.485 1.668
*
```

The value obtained for the molecular weight is 111.10 g mol⁻¹. The SMILES is [H]/N=C/c1ccoc1O. For the gap between HOMO and LUMO, the calculation gives 8.560 eV. As for the energy: -10848.5591 eV. The lowest unoccupied orbital energy comes out at 0.5 eV. As for the max |F|: 7.2 eV Å⁻¹. The value obtained for the HOMO energy is -8.0 eV.

natural (NBO) atomic charge list, values in e, 8 entries: C -0.25; C 0.01; C -0.25; C 0.62; C 0.11; N -0.63; O -0.41; O -0.65

---

Record 3
Entry from OMol25: a structure of composition C3H3N3O2 in a non-equilibrium geometry (ωB97M-V/def2-TZVPD).

Structure (ORCA input):
```
! wB97M-V def2-TZVPD RIJCOSX def2/J DEFGRID3
* xyz 0 1
C -1.865 0.467 0.042
C -0.425 0.593 0.185
C 1.487 -0.039 -0.043
H -1.297 -1.331 -0.199
H -2.691 1.290 -0.213
H 2.132 -1.693 0.289
N 0.305 1.668 0.093
N 1.570 1.410 -0.146
N 0.308 -0.607 0.029
O -2.150 -0.870 -0.055
O 2.626 -0.887 0.018
*
```

The value obtained for the molecular weight is 113.08 g mol⁻¹. For the gap between HOMO and LUMO, the calculation gives 7.952 eV. As for the energy: -11721.8095 eV. The lowest unoccupied orbital energy comes out at -1.6 eV. As for the max |F|: 4.5 eV Å⁻¹. The value obtained for the HOMO energy is -9.5 eV.

natural (NBO) atomic charge list, values in e, 8 entries: C 0.34; C 0.09; C 0.60; H 0.53; H 0.25; H 0.49; N -0.17; N -0.23